This record from OMol25 describes a 10-piece molecular cluster, C24H69NO20 overall. The level of theory is wB97M-V/def2-TZVPD.

```
114
Properties=species:S:1:pos:R:3:forces:R:3
C -3.51205 0.05886 -6.69749 1.1 -0.3 -0.2
O -3.94806 0.52582 -5.46208 -0.6 -0.2 0.4
C -5.12958 -0.11023 -4.98785 -0.4 0.6 1.3
C -4.80545 -1.07409 -3.83496 1.2 0.2 -0.5
N -4.01794 -0.40011 -2.78234 0.1 -0.5 0.0
C -3.64584 -1.35313 -1.68842 -0.6 1.1 -1.0
C -2.22533 -1.80836 -1.73418 0.9 0.8 0.8
O -1.85924 -2.42757 -2.94100 -0.6 -0.2 0.5
C -0.51925 -2.83802 -2.99472 0.6 -0.2 -0.7
H -3.85563 -0.96585 -6.85559 -0.1 0.1 -0.4
H -2.41934 0.02377 -6.66733 0.0 -0.1 0.0
H -3.75344 0.73921 -7.51502 -0.5 -0.1 -0.1
H -5.68988 -0.63862 -5.76539 0.2 0.1 -0.1
H -5.75897 0.70395 -4.60078 0.0 -0.2 -0.1
H -4.17641 -1.87802 -4.27239 -0.5 -0.1 0.2
H -5.70225 -1.48765 -3.37453 -0.1 0.0 -0.2
H -3.14408 -0.13368 -3.23382 -0.2 0.3 0.0
H -4.36451 -2.17431 -1.75149 0.2 -0.1 0.5
H -3.70695 -0.79531 -0.74838 -0.4 -0.4 0.1
H -2.04939 -2.35762 -0.78708 0.1 -0.7 -0.6
H -1.56285 -0.92898 -1.57426 -0.3 0.0 -0.2
H -0.46788 -3.92680 -3.09915 0.0 0.0 0.1
H 0.11532 -2.53087 -2.15717 -0.4 0.1 0.2
H -0.07325 -2.40144 -3.89772 0.0 -0.1 0.1
O 2.08855 -0.07350 0.40628 -0.6 0.0 0.0
C 0.72035 0.42055 0.40377 1.5 0.0 0.3
C -0.17945 -0.66142 0.90912 -0.8 -1.3 0.4
O -1.44332 -0.13269 1.22872 -0.6 0.5 -0.2
H 2.27436 -0.41783 -0.48956 0.2 0.0 0.1
H 0.66990 1.21117 1.15729 0.1 0.2 -0.2
H 0.57667 0.87784 -0.57681 -0.6 -0.3 0.0
H 0.27989 -1.10529 1.80265 0.2 0.3 0.0
H -0.31388 -1.52634 0.23848 0.4 0.3 -0.3
H -1.95770 -0.76137 1.77275 0.5 0.0 0.0
O 2.24502 1.34270 4.56018 0.4 0.9 0.1
C 1.26662 0.45850 4.12664 -1.0 -0.1 -0.2
C 0.53304 -0.20344 5.27604 1.4 -1.5 0.3
O -0.49545 -1.06113 4.78008 -0.3 0.4 0.3
H 1.89609 2.26264 4.53268 0.1 -0.6 0.1
H 0.51443 0.92439 3.47986 0.1 0.1 -0.1
H 1.72395 -0.35625 3.55800 0.1 0.1 -0.2
H 0.26431 0.46561 6.09139 -0.7 0.2 -0.4
H 1.27299 -0.88435 5.73494 0.0 0.4 0.2
H -0.05206 -1.90376 4.63196 -0.1 0.0 -0.2
O -3.85549 3.62934 0.14311 0.1 -0.1 0.0
C -3.22826 2.44211 -0.30226 -0.4 -1.4 0.0
C -1.74713 2.54169 -0.25389 0.8 0.1 0.0
O -1.25499 3.64571 -1.00488 -0.2 0.1 -0.3
H -4.76027 3.62079 -0.17854 0.0 0.1 0.0
H -3.47044 1.53181 0.27896 -0.2 0.5 0.3
H -3.52326 2.14986 -1.32195 0.0 0.5 0.0
H -1.40264 1.58959 -0.65733 0.2 0.2 -0.4
H -1.27557 2.58970 0.72899 -0.7 -0.1 0.2
H -1.88291 4.36216 -0.82657 0.2 -0.1 -0.1
O 1.12288 3.93062 4.56405 -0.4 0.3 0.1
C 0.97929 4.53254 3.26386 1.6 -0.8 -0.8
C -0.16946 3.87963 2.55911 -0.5 0.5 0.4
O -1.38647 4.41775 3.05967 -0.3 0.0 -0.2
H 1.60891 4.50677 5.16050 0.0 0.1 -0.1
H 0.88211 5.61941 3.28227 -0.3 0.0 0.3
H 1.89924 4.32107 2.69143 -0.2 0.0 0.1
H -0.18005 2.79164 2.67766 0.3 0.0 0.1
H -0.12215 4.08576 1.49113 0.0 0.2 0.0
H -1.24941 4.64125 3.98482 -0.1 -0.2 0.1
O -2.45421 -2.13388 2.83375 0.1 0.1 0.4
C -2.63919 -3.45359 2.36086 -0.3 0.7 -0.6
C -2.25318 -4.47650 3.41216 0.3 -0.7 -1.4
O -2.70571 -4.08459 4.65933 -0.4 0.1 1.1
H -2.24281 -2.16435 3.78067 -0.1 0.3 -0.1
H -3.69548 -3.56592 2.07577 0.0 -0.1 0.2
H -2.07491 -3.48104 1.42397 0.2 -0.7 0.1
H -1.17370 -4.60719 3.45041 -0.1 0.2 0.1
H -2.66511 -5.45356 3.14040 0.0 0.0 -0.1
H -3.65110 -4.27199 4.69025 0.1 0.2 0.2
O 0.60713 4.03347 -5.07832 0.0 0.0 0.1
C 0.23333 3.49272 -3.81077 0.0 -1.4 -0.2
C 0.59977 2.01456 -3.65370 -0.3 -0.5 -0.5
O 2.00136 1.77587 -3.41939 -0.6 0.3 -0.2
H 1.49450 3.76393 -5.33416 0.0 0.1 0.3
H 0.66501 4.02288 -2.95851 -0.3 0.3 -0.2
H -0.86038 3.45887 -3.82031 0.2 0.6 0.3
H 0.25930 1.43290 -4.53450 0.3 0.4 0.0
H 0.02267 1.52622 -2.86174 0.3 0.5 0.4
H 2.43679 1.85484 -4.27598 0.3 -0.2 0.2
O 2.61649 -0.62127 -2.27507 -1.0 0.7 0.6
C 3.31384 -1.55307 -3.04400 0.0 0.5 -0.6
C 3.18777 -1.34823 -4.53007 0.5 -1.0 -0.7
O 3.74747 -0.10059 -4.88162 -0.1 0.6 -0.2
H 2.45624 0.26719 -2.69239 0.4 -0.7 -0.1
H 4.37691 -1.45572 -2.81029 0.1 -0.4 0.1
H 2.91519 -2.54706 -2.83697 0.3 -0.1 0.3
H 2.18499 -1.48617 -4.94879 -0.2 0.3 0.4
H 3.78283 -2.15378 -4.99747 0.0 0.1 0.1
H 3.55173 0.06593 -5.80935 0.1 0.0 0.0
O 3.22862 -3.83185 5.28227 -0.1 -0.1 -0.1
C 3.24784 -3.08435 4.05691 0.1 -0.6 0.8
C 2.36120 -3.75900 3.04712 0.0 0.6 -0.7
O 0.96741 -3.49322 3.23326 0.0 0.0 0.1
H 4.11945 -3.89982 5.62952 0.0 0.1 0.0
H 2.90035 -2.08121 4.30162 0.0 0.2 -0.4
H 4.25806 -3.04122 3.64621 0.0 0.1 0.0
H 2.55256 -4.83200 2.97960 0.1 0.0 0.2
H 2.63720 -3.32094 2.07799 -0.3 -0.1 0.0
H 0.57681 -4.16395 3.80101 0.3 0.0 0.1
O 3.37617 2.30771 0.89727 -0.1 -1.2 -0.3
C 4.79172 2.10453 0.93615 -0.2 1.5 0.0
C 5.23804 1.28348 2.11054 -0.1 1.6 0.7
O 4.77925 -0.01619 2.08030 0.0 -1.4 -0.1
H 2.91206 1.45062 0.65875 0.8 0.9 0.2
H 5.22998 1.79834 -0.02543 -0.4 -0.4 0.1
H 5.19312 3.11972 1.10946 0.0 -0.3 -0.1
H 4.85497 1.76799 3.02111 -0.1 0.1 -0.1
H 6.32363 1.38457 2.21704 0.0 -0.7 -0.3
H 3.81809 0.02970 2.14365 0.0 -0.1 -0.1
```
Positions in Å, forces in eV/Å.

Calculated values
Orbital gap ... 8.89 eV
Energy relative to the best compared isomer or geometry (same formula, charge and spin) ... 0.0 kJ/mol
HOMO energy ... -8.70 eV
Molecular weight ... 691.80 g mol⁻¹
SMILES ... COCCNCCOC.OCCO.OCCO.OCCO.OCCO.OCCO.OCCO.OCCO.OCCO.OCCO
Net charge ... 0